*a*
Below is a 2-piece molecular cluster, C2H8N2S2 overall, with properties calculated with ωB97M-V with the def2-TZVPD basis set.

Each line ends with the Löwdin charge.
Atoms and positions in Å:
H 3.243 -2.283 2.190  0.028
N 2.237 -2.431 2.247  0.051
C 1.618 -1.362 1.963  -0.406
N 2.123 -0.242 1.355  0.061
H 0.563 -1.288 2.191  0.103
H 3.116 -0.077 1.405  0.086
H 1.611 0.633 1.347  0.060
C -0.510 -0.638 -1.924  -0.514
S -0.330 0.954 -1.117  0.366
S -2.331 1.266 -0.522  0.315
H -1.441 -1.117 -1.651  0.011
H -0.509 -0.663 -3.018  0.035
H 0.293 -1.283 -1.576  0.021
H -1.980 1.498 0.747  -0.217

Output
* SMILES: [H]/N=C\N.CSS
* LUMO: 0.305 eV
* net charge: 0
* HOMO level: -8.8 eV
* 2S+1: 1
* orbital gap: 9.09 eV


*b*
Below is a 2-piece molecular cluster, C2H8N2S2 overall, with properties calculated with ωB97M-V with the def2-TZVPD basis set.

Each line ends with the Löwdin charge.
Atoms and positions in Å:
C -1.391 -0.854 0.979  -0.462
C 0.684 1.622 -0.930  -0.331
N -0.844 -3.097 -1.094  -0.077
N 1.416 -0.212 0.711  -0.417
S -1.229 -0.644 -0.788  0.572
S 0.995 -0.170 -0.774  0.672
H -0.437 -0.551 1.435  0.001
H -1.589 -1.902 1.174  0.018
H -2.203 -0.224 1.331  0.029
H 0.051 1.941 -0.109  0.045
H 0.201 1.802 -1.885  0.037
H 1.638 2.136 -0.878  0.044
H -1.025 -3.146 -2.097  -0.133
H 1.849 -1.092 0.963  0.001

Output
* LUMO (spin up / spin down): -0.197 / -0.099 eV
* net charge: 0
* HOMO level (spin up / spin down): -8.5 / -8.4 eV
* 2S+1: 1
* orbital gap (spin up / spin down): 8.30 / 8.28 eV


Stability order, top to bottom: *a*, *b*


*a*
Below is C3H3FO2 as an isolated structure, with properties calculated with ωB97M-V with the def2-TZVPD basis set.

Each line ends with the Löwdin charge.
Atoms and positions in Å:
C 0.387 -0.576 0.270  -0.250
C 0.415 0.854 -0.152  -0.117
C -1.098 -0.432 -0.099  -0.374
H 0.511 -0.737 1.409  0.193
H 0.800 1.551 0.587  0.125
H 0.912 1.148 -1.100  0.147
O -0.980 0.895 -0.319  0.084
O -2.030 -1.243 -0.164  0.119
F 1.083 -1.460 -0.432  0.073

Output
* LUMO: 0.671 eV
* net charge: 0
* HOMO level: -10.8 eV
* 2S+1: 1
* orbital gap: 11.42 eV


*b*
Below is a 2-piece molecular cluster, C3H3FO2 overall, with properties calculated with ωB97M-V with the def2-TZVPD basis set.

Each line ends with the Löwdin charge.
Atoms and positions in Å:
C 0.070 0.787 -0.104  -0.255
C -1.529 -0.608 0.127  -0.277
C 1.289 0.050 -0.137  -0.044
O -0.334 1.902 -0.031  0.153
O -1.701 -1.774 0.100  0.095
F -2.682 0.216 0.111  -0.031
H 1.499 -0.250 0.978  0.154
H 2.173 0.637 -0.508  0.115
H 1.215 -0.960 -0.536  0.089

Output
* LUMO: 0.017 eV
* net charge: 0
* HOMO level: -9.7 eV
* 2S+1: 1
* orbital gap: 9.68 eV


*c*
Below is an isolated molecule of C3H3FO2, with properties calculated with ωB97M-V with the def2-TZVPD basis set.

Each line ends with the Löwdin charge.
Atoms and positions in Å:
O -0.877 0.565 1.543  0.130
C -0.840 1.231 0.603  -0.398
O -0.294 0.964 -0.552  0.052
C 0.379 -0.143 -0.754  -0.188
C 0.654 -1.072 0.042  -0.070
F 1.228 -2.133 -0.741  -0.081
H -1.569 2.139 0.482  0.179
H 0.632 -0.392 -1.878  0.191
H 0.686 -1.160 1.254  0.185

Output
* SMILES: O=CO/C=C/F
* LUMO: 0.892 eV
* net charge: 0
* HOMO level: -10.1 eV
* 2S+1: 1
* orbital gap: 10.96 eV


Stability order, top to bottom: *a*, *b*, *c*